C26H28CrN3O2P2S4 | wB97M-V/def2-TZVPD

XYZ file:
```
66
Properties=species:S:1:pos:R:3
Cr 1.14 0.52 0.04
C 0.48 1.18 3.76
P 1.22 0.20 2.39
C 0.71 -1.49 2.91
C 2.99 0.10 2.92
C 3.76 -0.81 1.97
P 3.59 -0.19 0.23
C 4.82 1.19 0.34
C 4.69 -1.38 -0.64
H 0.74 0.75 4.73
H -0.60 1.17 3.63
H 0.83 2.21 3.71
H 1.19 -1.77 3.84
H 0.99 -2.17 2.11
H -0.37 -1.52 3.01
H 3.03 -0.26 3.95
H 3.40 1.12 2.90
H 3.35 -1.82 1.99
H 4.82 -0.85 2.23
H 5.79 0.84 0.70
H 4.45 1.97 1.01
H 4.93 1.65 -0.64
H 5.70 -1.35 -0.22
H 4.74 -1.12 -1.70
H 4.27 -2.38 -0.55
S 2.10 2.76 0.06
C 0.84 3.73 -0.62
C 1.13 4.99 -1.14
C 0.14 5.83 -1.62
C 0.48 7.11 -2.14
N 0.77 8.14 -2.56
C -1.21 5.41 -1.58
C -1.50 4.14 -1.08
C -0.51 3.29 -0.61
S -0.94 1.73 0.02
C -2.25 6.25 -2.03
N -3.12 6.93 -2.39
H 2.17 5.32 -1.15
H -2.53 3.81 -1.05
O -0.67 -1.27 0.46
S -2.11 -1.03 0.13
C -2.27 -1.32 -1.63
C -1.71 -2.44 -2.22
C -1.82 -2.62 -3.59
C -2.49 -1.68 -4.36
C -3.05 -0.56 -3.76
C -2.95 -0.38 -2.39
C -2.96 -2.55 0.61
C -4.35 -2.52 0.67
C -5.04 -3.64 1.09
C -4.35 -4.79 1.45
C -2.96 -4.81 1.41
C -2.27 -3.69 0.98
H -1.20 -3.17 -1.60
H -1.38 -3.49 -4.05
H -2.57 -1.82 -5.43
H -3.56 0.18 -4.37
H -3.36 0.50 -1.91
H -4.87 -1.62 0.38
H -6.12 -3.62 1.12
H -4.90 -5.68 1.74
H -2.42 -5.70 1.70
H -1.18 -3.68 0.94
O 1.92 -2.12 -0.51
S 1.40 -1.58 -1.83
N 1.03 -0.12 -1.75
```

Computed properties:
Multiplicity: 5
HOMO (alpha / beta), eV: -3.172 / -4.195
HOMO-LUMO gap (alpha / beta), eV: 5.4 / 6.4
E_LUMO (alpha / beta), eV: 2.21 / 2.20
Molecular weight, g/mol: 656.7
Calculated total energy, eV: -126324.0197
Net charge: -1

Atomic partial charges in e from the Mulliken method, atoms 1 to 2: -0.052, -1.435